No. 1
# C24H30ClMnN2O3S4

A molecular structure, C24H30ClMnN2O3S4 (ωB97M-V with the def2-TZVPD basis set, OMol25).

Geometry (Å):
Mn (1.5059, 1.0491, 1.2042)
C (2.7518, 4.3380, 1.7544)
C (3.6792, 3.5922, 0.8069)
S (3.7655, 1.7997, 1.0068)
C (4.4552, 1.5425, 2.6634)
C (3.5430, 1.7972, 3.8588)
S (1.9604, 0.9383, 3.6441)
C (0.7578, 2.1350, 4.2595)
C (0.8230, 3.5424, 3.6659)
S (1.1010, 3.5745, 1.8728)
H (2.6264, 5.3566, 1.3870)
H (3.1804, 4.4127, 2.7509)
H (4.6860, 4.0096, 0.8583)
H (3.3391, 3.7075, -0.2239)
H (5.3735, 2.1259, 2.7485)
H (4.7572, 0.4932, 2.6499)
H (3.3617, 2.8576, 4.0098)
H (4.0324, 1.4231, 4.7579)
H (0.8285, 2.1840, 5.3466)
H (-0.1996, 1.6688, 4.0273)
H (1.5887, 4.1492, 4.1474)
H (-0.1262, 4.0405, 3.8636)
Cl (-5.1072, 2.7779, -1.2484)
C (-3.4351, 2.4457, -0.9435)
C (-2.4579, 2.9928, -1.8008)
C (-1.1287, 2.7472, -1.6073)
C (-0.6722, 1.9345, -0.5303)
O (0.5816, 1.6805, -0.4266)
C (-1.6780, 1.4066, 0.3414)
C (-1.3587, 0.5668, 1.4378)
O (-0.2156, 0.2739, 1.8435)
C (-3.0529, 1.6678, 0.1049)
H (-2.7802, 3.6154, -2.6258)
H (-0.3853, 3.1640, -2.2741)
H (-2.2015, 0.1300, 1.9885)
H (-3.7964, 1.2393, 0.7662)
C (-2.7228, -1.9922, -3.7339)
C (-1.2822, -1.9672, -3.2437)
C (-1.1962, -1.3331, -1.8657)
N (0.1818, -1.2495, -1.3746)
C (0.6834, -1.6180, -0.2172)
S (2.2280, -1.0265, 0.2747)
N (0.0150, -2.4552, 0.6117)
C (-1.0133, -3.4034, 0.3693)
O (-1.8082, -3.6226, 1.2460)
C (-1.0321, -4.0631, -0.9589)
C (-2.2622, -4.4742, -1.4659)
C (-2.3189, -5.1122, -2.6931)
C (-1.1483, -5.3640, -3.3983)
C (0.0808, -4.9785, -2.8803)
C (0.1413, -4.3183, -1.6630)
H (-2.7924, -2.4562, -4.7168)
H (-3.1376, -0.9851, -3.8098)
H (-3.3574, -2.5636, -3.0530)
H (-0.6577, -1.3959, -3.9370)
H (-0.8727, -2.9783, -3.2076)
H (-1.8010, -1.8790, -1.1443)
H (-1.5850, -0.3112, -1.8946)
H (0.7992, -0.6397, -1.8933)
H (0.2905, -2.3810, 1.5821)
H (-3.1606, -4.2895, -0.8912)
H (-3.2726, -5.4245, -3.0971)
H (-1.1947, -5.8723, -4.3525)
H (0.9907, -5.1962, -3.4230)
H (1.1021, -4.0296, -1.2547)

Computed properties:
- HOMO (spin up / spin down): -10.44 / -10.36 eV
- Multiplicity: 2
- HOMO-LUMO gap (spin up / spin down): 7.6 / 7.4 eV
- Total charge: +1
- <S²>: 0.945
- Lowest unoccupied orbital energy (spin up / spin down): -2.80 / -2.98 eV

=====

No. 2
# C4H5NO2

A single C4H5NO2 molecule in a non-equilibrium geometry (ωB97M-V with the def2-TZVPD basis set, OMol25).

Geometry (Å):
O (1.5969, 1.0743, -1.4794)
C (0.4002, 0.9391, -1.3884)
C (-0.2010, -0.2852, -0.7780)
C (0.5725, -1.1113, 0.0903)
N (0.0289, -0.6130, 1.6075)
C (-0.7772, 0.3911, 1.5560)
O (-1.2733, 1.0723, 0.5998)
H (-0.2489, 1.7250, -1.7660)
H (-1.0896, -0.6721, -1.2618)
H (0.3318, -2.1788, 0.0977)
H (1.6499, -0.9000, 0.1029)
H (-0.9904, 0.5585, 2.6193)

Computed properties:
- HOMO: -9.89 eV
- HOMO-LUMO gap: 8.2 eV
- Total charge: 0
- Lowest unoccupied orbital energy: -1.67 eV

=====

No. 3
# C35H25AuN5O2PSe

A molecular structure, C35H25AuN5O2PSe (ωB97M-V with the def2-TZVPD basis set, OMol25).

Geometry (Å):
Au (-0.8929, -0.1879, -0.9162)
Se (-3.0628, -7.0084, 2.1593)
N (-2.5277, -5.4849, 2.8935)
C (-2.2354, -4.6701, 1.9137)
C (-1.7583, -3.3089, 2.1176)
C (-1.5172, -2.7675, 3.3819)
C (-1.0396, -1.4791, 3.4763)
C (-0.8565, -0.7417, 2.3129)
N (-1.1238, -1.2327, 1.1076)
C (-1.5250, -2.5127, 0.9963)
C (-1.6652, -3.0587, -0.3502)
N (-1.3189, -2.2596, -1.3735)
C (-1.4082, -2.6905, -2.6304)
C (-1.8519, -3.9739, -2.9236)
C (-2.2015, -4.8159, -1.8903)
C (-2.1041, -4.3621, -0.5728)
C (-2.4200, -5.1865, 0.5852)
N (-2.8601, -6.4145, 0.5006)
H (-1.6982, -3.3740, 4.2598)
H (-0.8127, -1.0308, 4.4331)
H (-0.4844, 0.2739, 2.3552)
H (-1.1257, -1.9843, -3.4011)
H (-1.9165, -4.2908, -3.9546)
H (-2.5483, -5.8244, -2.0754)
O (-0.1195, 1.9476, -4.3598)
C (-0.4509, 1.5174, -3.2860)
O (-0.4914, 0.2453, -2.9789)
C (-0.8516, 2.4733, -2.1761)
C (-0.8583, 3.8459, -2.4450)
C (-1.2047, 4.7077, -1.4436)
C (-1.5908, 4.2019, -0.1854)
C (-2.0014, 5.0412, 0.8788)
C (-2.4277, 4.5085, 2.0592)
C (-2.4864, 3.1070, 2.2198)
C (-2.0832, 2.2715, 1.2173)
C (-1.6013, 2.8004, 0.0037)
N (-1.1819, 1.9685, -0.9987)
H (-0.5846, 4.1664, -3.4396)
H (-1.2068, 5.7788, -1.6069)
H (-1.9862, 6.1132, 0.7277)
H (-2.7493, 5.1532, 2.8652)
H (-2.8771, 2.6947, 3.1410)
H (-2.1860, 1.2004, 1.3108)
C (2.2544, -1.0180, -2.3274)
P (1.7539, -0.0315, -0.9104)
C (2.3594, -0.7528, 0.6022)
C (3.2097, -0.0741, 1.4806)
C (3.6692, -0.7157, 2.6199)
C (3.2890, -2.0243, 2.8863)
C (2.4491, -2.7059, 2.0111)
C (1.9804, -2.0745, 0.8753)
C (2.1559, 1.6805, -1.0963)
C (2.6438, 2.1608, -2.3143)
C (2.9044, 3.5149, -2.4594)
C (2.6726, 4.3837, -1.4039)
C (2.1595, 3.9121, -0.1966)
C (1.8880, 2.5683, -0.0422)
H (3.3373, -0.9727, -2.4554)
H (1.7389, -0.6479, -3.2126)
H (1.9665, -2.0528, -2.1422)
H (3.5379, 0.9318, 1.2602)
H (4.3409, -0.1986, 3.2915)
H (3.6587, -2.5215, 3.7731)
H (2.1697, -3.7312, 2.2146)
H (1.3221, -2.6072, 0.1960)
H (2.8215, 1.4919, -3.1461)
H (3.2888, 3.8865, -3.3993)
H (2.8852, 5.4382, -1.5204)
H (1.9710, 4.5977, 0.6190)
H (1.4665, 2.2056, 0.8884)

Computed properties:
- HOMO (spin up / spin down): -13.81 / -14.15 eV
- Multiplicity: 3
- HOMO-LUMO gap (spin up / spin down): 7.7 / 5.9 eV
- Total charge: +2
- <S²>: 2.014
- Lowest unoccupied orbital energy (spin up / spin down): -6.14 / -8.26 eV

=====

No. 4
# C6H12

2 unconnected molecules or ions with the total composition C6H12 (ωB97M-V with the def2-TZVPD basis set, OMol25).

Geometry (Å):
C (-1.4129, 0.8639, -2.0839)
C (-0.3174, 0.3187, -1.2224)
C (-0.1589, -0.9750, -0.9681)
C (0.9569, -1.6095, -0.2071)
H (-2.1080, 0.0693, -2.3763)
H (-0.9932, 1.3102, -2.9924)
H (-1.9846, 1.6431, -1.5674)
H (0.3993, 1.0299, -0.8093)
H (-0.8227, -1.7012, -1.4408)
H (1.4869, -2.2075, -0.9538)
H (0.5729, -2.2663, 0.5862)
H (1.6667, -0.9078, 0.2414)
C (1.0598, 0.6090, 2.5335)
C (-0.1510, 0.8616, 2.0473)
H (1.5141, -0.3788, 2.5023)
H (1.6485, 1.3803, 3.0225)
H (-0.7458, 0.1203, 1.5185)
H (-0.6105, 1.8397, 2.1695)

Computed properties:
- HOMO: -9.08 eV
- HOMO-LUMO gap: 10.3 eV
- Total charge: 0
- Lowest unoccupied orbital energy: 1.26 eV
- SMILES: C/C=C/C.C=C

=====

No. 5
# C5H3NO2

A single C5H3NO2 molecule in a non-equilibrium geometry (ωB97M-V with the def2-TZVPD basis set, OMol25).

Geometry (Å):
O (2.6616, 0.1243, -0.2194)
C (1.7190, -0.6998, 0.1592)
C (0.2549, -0.2025, -0.1350)
C (-0.7888, -0.9819, 0.0176)
N (-1.9973, -0.2529, -0.0665)
C (-1.5734, 0.9914, 0.0306)
C (0.0836, 1.2255, 0.0633)
O (0.8535, 2.0760, 0.0878)
H (1.7617, -1.9044, 0.5522)
H (-0.7757, -2.1948, -0.0912)
H (-2.1989, 1.8190, -0.3986)

Computed properties:
- HOMO: -9.67 eV
- HOMO-LUMO gap: 7.8 eV
- Total charge: 0
- Lowest unoccupied orbital energy: -1.85 eV
- SMILES: O=CC1=CN=CC1=O

=====

No. 6
# C6H15NO3

2 unconnected molecules or ions with the total composition C6H15NO3 in a non-equilibrium geometry (ωB97M-V with the def2-TZVPD basis set, OMol25).

Geometry (Å):
C (-0.2780, -0.7810, -1.9719)
C (-0.1459, 0.4894, -1.1640)
O (0.5728, 1.4324, -1.5143)
N (-1.2345, 0.7530, -0.3187)
C (-2.5952, 0.4365, -0.6820)
O (-1.1475, 2.0340, 0.2750)
H (-0.4907, -1.6295, -1.3200)
H (-1.0747, -0.6859, -2.7105)
H (0.6572, -0.9525, -2.5012)
H (-3.2327, 0.7711, 0.1336)
H (-2.6995, -0.6417, -0.7926)
H (-2.9013, 0.9331, -1.6128)
H (-0.4307, 2.4597, -0.2511)
C (1.9222, 1.0765, 1.1439)
C (1.5375, -0.3054, 0.6507)
C (0.4112, -1.0973, 1.5609)
O (0.1185, -2.3831, 1.1005)
H (2.6458, 1.0428, 1.9540)
H (2.3361, 1.6462, 0.3095)
H (1.0254, 1.6059, 1.5063)
H (1.7927, -0.6435, -0.3489)
H (2.1588, -1.0240, 1.2550)
H (0.6701, -1.0827, 2.6276)
H (-0.4791, -0.4864, 1.3796)
H (0.8616, -2.9678, 1.2915)

Computed properties:
- HOMO: -9.05 eV
- HOMO-LUMO gap: 9.8 eV
- Total charge: 0
- Lowest unoccupied orbital energy: 0.78 eV
- SMILES: CC(=O)N(C)O.CCCO